Version P
ORCA calculation (ωB97M-V/def2-TZVPD) on a 7-piece molecular cluster, C7H28O7 overall.

Results
**Molar mass**: 224.29 g mol⁻¹
**Orbital gap**: 10.3436 eV
**SMILES string**: CO.CO.CO.CO.CO.CO.CO
**LUMO energy**: 0.199 eV

Geometry (Å):
C (-7.86598, 2.19489, 0.10198)
O (-6.73109, 1.66113, 0.85158)
H (-8.81377, 1.99984, 0.60373)
H (-7.66891, 3.26666, 0.07789)
H (-7.89964, 1.80791, -0.91645)
H (-5.94328, 2.02056, 0.43711)
C (0.00439, -0.16449, -0.45234)
O (0.00025, -1.54555, -0.77657)
H (-0.88849, 0.32276, -0.84408)
H (-0.09020, -0.14387, 0.63336)
H (0.90404, 0.32866, -0.82049)
H (0.86087, -1.77288, -1.13608)
C (2.57533, -3.53085, 3.01511)
O (2.27911, -3.79983, 4.37898)
H (2.03851, -4.26203, 2.41069)
H (2.33615, -2.49703, 2.76590)
H (3.63220, -3.69801, 2.80734)
H (1.34402, -3.99675, 4.47068)
C (7.16207, 1.44006, -0.34128)
O (7.64842, 2.44616, 0.56095)
H (7.47398, 1.64556, -1.36528)
H (7.46589, 0.42688, -0.07813)
H (6.07619, 1.51364, -0.28178)
H (7.22843, 2.30770, 1.41303)
C (-3.79675, -3.27926, 1.74690)
O (-3.14458, -4.14380, 0.80856)
H (-3.14368, -2.84909, 2.50622)
H (-4.26665, -2.44545, 1.22531)
H (-4.61676, -3.80072, 2.24061)
H (-2.40533, -3.64950, 0.44693)
C (-3.04068, 5.76702, -1.06890)
O (-2.93909, 4.70538, -0.12071)
H (-2.48779, 6.64419, -0.73275)
H (-2.69109, 5.38554, -2.02826)
H (-4.04964, 6.17358, -1.13823)
H (-2.03620, 4.69646, 0.20536)
C (4.12009, -1.67118, -3.85832)
O (3.97995, -2.41149, -2.67453)
H (4.49710, -2.35339, -4.62026)
H (3.16943, -1.29442, -4.23564)
H (4.82740, -0.84730, -3.76315)
H (4.89577, -2.59770, -2.45498)

Okay, here come the Löwdin numbers, in e, for every atom: -0.1345, -0.1421, 0.0753, 0.0705, 0.0696, 0.0604, -0.1588, -0.1301, 0.0734, 0.0722, 0.0790, 0.0651, -0.1636, -0.1283, 0.0766, 0.0706, 0.0747, 0.0707, -0.1573, -0.1297, 0.0767, 0.0706, 0.0712, 0.0684, -0.1614, -0.1214, 0.0704, 0.0700, 0.0759, 0.0625, -0.1615, -0.1301, 0.0734, 0.0756, 0.0748, 0.0685, -0.1821, -0.1185, 0.0757, 0.0795, 0.0751, 0.0730



Version Q
ORCA calculation (ωB97M-V/def2-TZVPD) on a 7-piece molecular cluster, C7H28O7 overall.

Results
**Molar mass**: 224.29 g mol⁻¹
**Orbital gap**: 10.5691 eV
**SMILES string**: CO.CO.CO.CO.CO.CO.CO
**LUMO energy**: 0.408 eV

Geometry (Å):
C (-6.53673, -0.30228, 5.48641)
O (-5.45263, 0.20797, 4.70610)
H (-7.25745, -0.86616, 4.89419)
H (-6.23107, -0.83880, 6.38464)
H (-7.07246, 0.53234, 5.93862)
H (-4.82939, -0.47118, 4.43794)
C (-4.56779, -1.47725, -1.99928)
O (-5.90217, -1.46147, -2.46248)
H (-4.49394, -1.11718, -0.97313)
H (-4.14106, -2.47422, -2.10922)
H (-3.96727, -0.93959, -2.73303)
H (-6.04249, -2.15890, -3.10706)
C (0.09230, 1.11605, -0.00279)
O (-0.05847, 0.59129, -1.30461)
H (0.94408, 0.70366, 0.53804)
H (0.17869, 2.20142, 0.04815)
H (-0.77811, 0.81236, 0.57880)
H (-0.57764, 1.22066, -1.81055)
C (-1.38738, 5.00336, -4.17955)
O (-2.12935, 3.84760, -3.79086)
H (-0.84872, 5.22927, -3.25927)
H (-0.65625, 4.87188, -4.97720)
H (-2.00155, 5.85333, -4.47695)
H (-2.85409, 3.78468, -4.41727)
C (3.83638, -2.90897, 4.91422)
O (3.58393, -3.83716, 5.92542)
H (2.90279, -2.54297, 4.48696)
H (4.39656, -2.05655, 5.29850)
H (4.32729, -3.40777, 4.07857)
H (4.41729, -4.30652, 6.00793)
C (5.35944, 2.02360, -0.87417)
O (5.60577, 3.40845, -0.56795)
H (5.26675, 1.48733, 0.07025)
H (4.40990, 2.07690, -1.40672)
H (5.99826, 1.46473, -1.55804)
H (6.48779, 3.47314, -0.19450)
C (3.65569, -3.30609, -2.90840)
O (2.25918, -3.18057, -3.21592)
H (3.79206, -3.76576, -1.92952)
H (4.19982, -3.91154, -3.63329)
H (4.08058, -2.30330, -2.86403)
H (1.99146, -2.27579, -3.03895)

Okay, here come the Löwdin numbers, in e, for every atom: -0.1647, -0.1230, 0.0733, 0.0709, 0.0734, 0.0702, -0.1685, -0.1278, 0.0817, 0.0727, 0.0707, 0.0716, -0.1743, -0.1196, 0.0738, 0.0771, 0.0713, 0.0700, -0.1656, -0.1234, 0.0772, 0.0710, 0.0751, 0.0680, -0.1905, -0.1133, 0.0771, 0.0764, 0.0765, 0.0738, -0.1579, -0.1257, 0.0728, 0.0744, 0.0706, 0.0660, -0.1539, -0.1271, 0.0689, 0.0739, 0.0715, 0.0657



version P ends up most stable, edging out the next structure by 4.1 kcal/mol.



Version P
ORCA calculation (ωB97M-V/def2-TZVPD) on one molecule with the formula C5H9N2P.

Results
**Molar mass**: 128.12 g mol⁻¹
**Orbital gap**: 7.5626 eV
**LUMO energy**: 0.282 eV

Geometry (Å):
C (-3.43044, 0.68374, -0.14307)
C (-0.18308, -0.17380, 0.33583)
C (2.08645, -1.31963, -0.12025)
C (1.97747, 1.12928, -0.15475)
C (1.25287, -0.12168, 0.40538)
N (-2.44177, -0.24762, -0.24597)
N (-1.26693, 0.04919, -0.06299)
P (-4.98735, 0.17458, 0.20119)
H (-3.41685, 1.82592, -0.22175)
H (2.75102, -1.75792, 0.71994)
H (2.69693, -1.01835, -0.98843)
H (1.52228, -2.23102, -0.46250)
H (1.41256, 2.07947, -0.07053)
H (2.37778, 0.98173, -1.26999)
H (2.90310, 1.29572, 0.41962)
H (1.49318, -0.14301, 1.53419)
H (-4.74723, -1.20658, 0.12407)

Okay, here come the Löwdin numbers, in e, for every atom: -0.6393, 0.0570, -0.0841, -0.0889, -0.4089, -0.0885, 0.0060, 0.7073, 0.0437, 0.1047, 0.0619, 0.0869, 0.0773, 0.1167, 0.0764, 0.1481, -0.1763



Version Q
ORCA calculation (ωB97M-V/def2-TZVPD) on one molecule with the formula C5H9N2P.

Results
**Molar mass**: 128.12 g mol⁻¹
**Orbital gap**: 10.0467 eV
**SMILES string**: CCc1p[nH]nc1C
**LUMO energy**: 1.012 eV

Geometry (Å):
C (-0.24548, 0.12086, -1.07429)
C (0.80643, -0.41603, -0.10785)
C (-1.28107, 1.14860, -0.90061)
C (-0.22175, -0.40896, 2.11260)
C (0.93909, 0.21737, 1.33668)
N (-0.07939, -0.45187, -2.21550)
N (0.96330, -1.28004, -2.34467)
P (1.79612, -1.50119, -0.86274)
H (-0.85272, 2.22873, -0.91854)
H (-1.84591, 1.21172, 0.06229)
H (-2.01137, 1.07649, -1.72482)
H (-1.09288, -0.13354, 1.48796)
H (-0.44414, 0.04614, 3.10979)
H (-0.18245, -1.55992, 2.29506)
H (2.01663, 0.15950, 1.82089)
H (0.71903, 1.34875, 1.20862)
H (1.01657, -1.80658, -3.28486)

Okay, here come the Löwdin numbers, in e, for every atom: -0.3996, -0.5073, -0.0690, -0.1562, -0.2784, -0.0544, -0.3174, 0.9261, 0.1090, 0.0722, 0.0796, 0.0444, 0.0705, 0.1064, 0.1237, 0.1168, 0.1336



Version R
ORCA calculation (ωB97M-V/def2-TZVPD) on one molecule with the formula C5H9N2P.

Results
**Molar mass**: 128.12 g mol⁻¹
**Orbital gap**: 9.0510 eV
**SMILES string**: C1NN2P[C@@H]1[C@@H]1C[C@@H]12
**LUMO energy**: 1.015 eV

Geometry (Å):
C (1.47492, 1.49532, -0.06963)
C (-0.71892, -1.36879, 0.36109)
C (1.13506, 0.07595, 0.39144)
C (0.73670, 0.59619, -1.02758)
C (-0.14891, -0.20387, 1.08292)
N (-1.13547, -0.81472, -0.90551)
N (-0.94266, 0.54741, -0.96858)
P (-1.29575, 1.22285, 0.58130)
H (0.90148, 2.40590, 0.26093)
H (2.49338, 1.71530, -0.35943)
H (-0.04848, -2.19604, 0.27565)
H (-1.67681, -1.85466, 0.61337)
H (1.83683, -0.76624, 0.48870)
H (0.89094, 0.23963, -1.97244)
H (-0.00464, -0.43212, 2.19995)
H (-0.81523, -1.27052, -1.77228)
H (-2.68245, 0.60842, 0.82012)

Okay, here come the Löwdin numbers, in e, for every atom: -0.1116, -0.2825, -0.2577, -0.1632, -0.4663, -0.1692, -0.3478, 0.9467, 0.0766, 0.0951, 0.1014, 0.1089, 0.1410, 0.0884, 0.1351, 0.1237, -0.0184



version Q ends up most stable, edging out the next structure by 65.4 kcal/mol.